No. 1
Formula: C25H33I2N6PdSSi
Source: the OMol25 dataset
Level of theory: wB97M-V/def2-TZVPD

The geometry in XYZ format:
```
69
C25H33I2N6PdSSi (wB97M-V/def2-TZVPD)
Pd -6.7339 -16.0555 -11.6785
I -6.3921 -18.4491 -10.9139
C -5.2467 -15.2056 -10.6207
I -6.2483 -15.4065 -8.7513
H -5.1509 -14.1714 -10.8527
H -4.3211 -15.8630 -10.5981
C -11.1035 -14.7139 -12.1414
Si -10.0024 -16.1896 -12.4457
C -9.7762 -17.0134 -10.7065
C -10.6920 -17.3236 -13.7874
N -8.3737 -15.7765 -12.9150
C -8.0912 -15.0792 -14.0896
C -8.6064 -13.8750 -14.4873
C -8.2986 -13.2899 -15.7002
C -7.4386 -13.9123 -16.5942
C -6.7823 -15.0531 -16.1722
C -7.1777 -15.7222 -14.9727
H -11.9121 -14.9354 -11.3861
H -11.6442 -14.4969 -13.1050
H -10.5998 -13.6905 -12.0187
H -10.5737 -16.8806 -9.9908
H -8.8950 -16.5469 -10.2990
H -9.4519 -18.0558 -10.7473
H -11.6946 -17.5436 -13.3467
H -10.1656 -18.2582 -13.7203
H -10.8137 -16.9736 -14.8760
H -9.3381 -13.4254 -13.8362
H -8.7199 -12.3278 -16.0111
H -7.2474 -13.5209 -17.5832
H -5.9227 -15.4886 -16.6658
H -6.7746 -16.6831 -14.6687
C -0.9002 -13.2483 -12.9875
C -2.2244 -13.7394 -13.1149
N -2.5222 -15.0298 -12.9470
C -1.6189 -15.8326 -12.4447
C -0.2644 -15.5303 -12.3382
C 0.0569 -14.1726 -12.5652
C 0.7641 -16.4486 -11.9243
C 0.6330 -17.6980 -11.2698
C -0.3566 -17.9555 -10.2496
C -0.5411 -19.2337 -9.7502
C -1.4499 -19.3985 -8.6944
N -2.1532 -18.3654 -8.2015
C -1.7636 -17.2147 -8.6711
N -1.0022 -16.9235 -9.6933
H -0.6722 -12.1808 -13.0496
H -3.0642 -13.1323 -13.4475
H -1.9101 -16.8859 -12.3272
H 1.0673 -13.8943 -12.2983
H 1.7028 -16.1611 -12.3485
H 1.2224 -18.5597 -11.6373
H 0.0188 -20.0518 -10.2376
H -1.7189 -20.3956 -8.3828
H -2.1511 -16.3588 -8.1558
S -5.6387 -12.4362 -13.2294
C -5.7800 -10.8586 -12.6260
N -6.8422 -10.0766 -12.9356
C -7.0833 -8.7093 -12.5315
C -6.3769 -8.5508 -11.1516
C -4.9276 -8.9658 -11.3118
N -4.8218 -10.3259 -11.8648
H -7.4589 -10.5660 -13.5943
H -8.1589 -8.5901 -12.4103
H -6.5901 -8.0107 -13.2582
H -6.9567 -9.0008 -10.3347
H -6.3803 -7.5139 -10.8388
H -4.4058 -8.8044 -10.3387
H -4.4397 -8.2841 -12.0100
H -4.1374 -10.9668 -11.5283
```

Properties
* charge: -1
* ΔE to the lowest compared entry with this formula, charge and spin: 3.700 eV
* frontier orbital gap: 5.0 eV

***

No. 2
Formula: C44H83I2N3NbO14S
Source: the OMol25 dataset
Level of theory: wB97M-V/def2-TZVPD

The geometry in XYZ format:
```
148
C44H83I2N3NbO14S (wB97M-V/def2-TZVPD)
C 5.8933 5.9219 2.9189
C 5.4393 6.6815 1.6826
O 6.1998 7.4474 1.1244
O 4.1521 6.5259 1.2608
C 3.8618 5.1879 0.7983
C 4.6686 4.7974 -0.4406
C 5.8385 3.8417 -0.1384
C 5.2844 2.3980 0.1127
C 6.2052 1.3359 -0.5499
Nb 5.2436 -0.6883 -0.9737
I 3.4106 -0.2637 1.1366
C 6.6437 -1.7343 0.5189
C 6.6279 -1.2027 1.9557
C 7.9720 -1.5160 2.6464
I 9.5249 -0.1987 1.9321
C 4.4684 -2.7493 -1.5445
C 3.4312 -3.4073 -0.6149
C 2.0076 -2.9695 -0.9485
C 0.9982 -3.3162 0.1416
C -0.4392 -3.2285 -0.4023
C -1.4173 -2.5058 0.5368
C -1.5763 -1.0180 0.1951
S -3.3321 -0.6644 -0.2065
C -3.3000 1.0534 -0.4865
N -3.7947 1.7235 -1.4398
N -3.5102 3.0427 -1.1353
C -2.8799 3.0845 -0.0641
O -2.6828 1.8361 0.4271
C 3.8314 0.2022 -2.5657
O 2.8162 1.1172 -2.0627
N 1.5515 0.7005 -2.3759
O 0.7765 1.0323 -1.5441
C 6.8279 -1.0982 -2.5647
O 7.7885 -0.0404 -2.7948
C 7.5271 0.7561 -3.8259
C 8.1490 2.1277 -3.7058
O 6.8861 0.4581 -4.8155
H 5.6303 4.8682 2.8823
H 5.4054 6.3620 3.7861
H 6.9703 5.9758 2.9833
H 4.0649 4.4601 1.5849
H 2.7955 5.1317 0.6202
H 5.0564 5.6727 -0.9610
H 3.9771 4.3330 -1.1424
H 6.4848 3.8805 -1.0134
H 6.3942 4.2038 0.7252
H 5.3373 2.2521 1.1888
H 4.2738 2.4032 -0.2787
H 6.6486 1.8068 -1.4240
H 7.0163 1.1316 0.1564
H 7.6362 -1.6774 0.0728
H 6.3301 -2.7816 0.5482
H 5.8528 -1.6817 2.5497
H 6.4593 -0.1281 2.0158
H 8.2619 -2.5196 2.3612
H 7.9188 -1.3867 3.7218
H 4.0423 -2.7541 -2.5538
H 5.3440 -3.4069 -1.6099
H 3.6523 -3.3284 0.4479
H 3.4432 -4.4836 -0.8376
H 2.0061 -1.8883 -1.1035
H 1.7085 -3.3915 -1.9091
H 1.0949 -2.5937 0.9529
H 1.2411 -4.3001 0.5453
H -0.8450 -4.1991 -0.6747
H -0.4104 -2.6546 -1.3299
H -2.3981 -2.9701 0.4425
H -1.1039 -2.6277 1.5690
H -1.2983 -0.3748 1.0219
H -0.9985 -0.7538 -0.6831
H -2.5357 3.9618 0.4426
H 3.2976 -0.6309 -3.0282
H 4.4175 0.6497 -3.3753
H 7.3970 -1.9285 -2.1517
H 6.3679 -1.4756 -3.4776
H 9.0117 2.1090 -3.0449
H 7.4014 2.7563 -3.2204
H 8.3507 2.5502 -4.6805
C -3.5181 3.8964 4.1545
C -3.6856 5.2287 3.4672
O -3.4498 5.3635 2.2886
C -4.1653 6.3851 4.3087
H -3.1684 3.1586 3.4348
H -2.7847 3.9801 4.9579
H -4.4741 3.5631 4.5632
H -3.4587 6.5764 5.1175
H -5.1482 6.1602 4.7263
H -4.2408 7.2758 3.6884
C -3.9654 7.9610 -3.1402
C -4.4866 7.6944 -1.7477
O -4.9755 8.5771 -1.0791
C -4.3687 6.2817 -1.2364
H -4.1099 9.0113 -3.3854
H -2.9008 7.7285 -3.1909
H -4.5061 7.3499 -3.8643
H -3.3216 5.9801 -1.2080
H -4.9254 5.5997 -1.8796
H -4.7762 6.2271 -0.2286
C -3.0720 -6.5055 -1.1987
C -3.3955 -6.2828 0.2590
O -2.8688 -5.3966 0.8942
C -4.4012 -7.2098 0.8920
H -2.3375 -5.7701 -1.5217
H -2.6584 -7.5049 -1.3391
H -3.9739 -6.3949 -1.8010
H -4.0443 -8.2391 0.8407
H -5.3597 -7.1293 0.3796
H -4.5356 -6.9332 1.9361
C -4.0456 -9.5373 -3.8228
C -4.5763 -9.8472 -2.4440
O -5.1173 -9.0017 -1.7714
C -4.4002 -11.2604 -1.9422
H -4.2366 -8.4925 -4.0572
H -2.9698 -9.7167 -3.8586
H -4.5443 -10.1632 -4.5645
H -3.3393 -11.5121 -1.8990
H -4.9137 -11.9588 -2.6047
H -4.8240 -11.3444 -0.9438
C -8.7832 3.9934 2.2643
C -7.5692 3.1197 2.4766
O -7.5307 2.3001 3.3652
C -6.4118 3.3205 1.5317
H -9.5386 3.7490 3.0081
H -8.5097 5.0446 2.3685
H -9.1969 3.8220 1.2696
H -6.0424 4.3450 1.6119
H -6.7242 3.1224 0.5052
H -5.6080 2.6340 1.7921
C -5.5327 -5.9819 6.8328
C -5.1670 -6.1800 5.3803
O -5.9296 -6.7092 4.6061
C -3.8090 -5.6857 4.9425
H -6.5296 -6.3791 7.0117
H -4.8217 -6.5077 7.4719
H -5.5261 -4.9187 7.0776
H -3.0263 -6.1993 5.5036
H -3.7312 -4.6105 5.1100
H -3.6708 -5.8847 3.8820
C -1.6812 2.4029 -3.3066
C -1.3105 2.2017 -4.7545
O -2.0823 1.7100 -5.5474
C 0.0720 2.6426 -5.1774
H -2.6906 2.0532 -3.1276
H -0.9949 1.8413 -2.6693
H -1.6320 3.4656 -3.0627
H 0.8273 2.0923 -4.6143
H 0.1928 3.7130 -5.0004
H 0.2080 2.4424 -6.2385
```

Properties
* charge: -1
* frontier orbital gap: 6.8 eV

***

No. 3
Formula: C5H6O
Source: the OMol25 dataset
Level of theory: wB97M-V/def2-TZVPD

The geometry in XYZ format:
```
12
C5H6O (wB97M-V/def2-TZVPD)
C 1.6773 0.4760 -0.0536
C 1.5431 -0.7580 0.0780
C 0.2096 -1.3400 0.3105
C -0.0598 0.1442 0.4086
C -1.1454 0.7552 -0.5588
O -2.1394 0.5013 0.2514
H 2.1228 1.4379 -0.2240
H 0.0865 -1.9285 1.2158
H -0.2283 -1.8101 -0.5668
H -0.1078 0.5056 1.4370
H -1.0679 0.1961 -1.5245
H -0.8908 1.8204 -0.7736
```

Properties
* ΔE to the lowest compared entry with this formula, charge and spin: 6.139 eV
* frontier orbital gap (spin up / spin down): 7.4 / 7.4 eV

***

No. 4
Formula: C30H31BrF4GeN4OPd
Source: the OMol25 dataset
Level of theory: wB97M-V/def2-TZVPD

The geometry in XYZ format:
```
73
C30H31BrF4GeN4OPd (wB97M-V/def2-TZVPD)
Pd -0.3793 0.1939 1.1670
C 4.2853 -1.9692 -4.3438
C 2.8004 -2.1348 -4.7154
C 2.4379 -3.6289 -4.7418
C 2.5758 -1.5521 -6.1111
C 1.9540 -1.4421 -3.6586
C 2.0232 -1.8973 -2.3172
C 1.2625 -1.3195 -1.3581
Br 1.4199 -2.0007 0.3903
C 0.3422 -0.2361 -1.6738
O -0.4747 0.2311 -0.8544
C 0.3539 0.3030 -3.0240
C 1.1260 -0.3523 -3.9587
C -0.4822 1.5177 -3.4586
C -1.5887 1.0216 -4.4079
C -1.1453 2.2934 -2.3091
C 0.4280 2.5225 -4.1983
H 4.9065 -2.4527 -5.1019
H 4.5188 -2.4249 -3.3787
H 4.5625 -0.9128 -4.2962
H 3.0307 -4.1328 -5.5087
H 1.3798 -3.7724 -4.9779
H 2.6430 -4.1183 -3.7869
H 3.1909 -2.0991 -6.8293
H 2.8657 -0.4983 -6.1647
H 1.5324 -1.6454 -6.4274
H 2.6813 -2.7110 -2.0412
H 1.0910 -0.0027 -4.9794
H -2.2419 0.3023 -3.9054
H -1.1751 0.5438 -5.3008
H -2.2006 1.8699 -4.7271
H -1.9276 1.7224 -1.8107
H -1.6017 3.1899 -2.7372
H -0.4203 2.6103 -1.5560
H 0.8796 2.1150 -5.1033
H 1.2303 2.8751 -3.5438
H -0.1707 3.3866 -4.4951
F 3.4140 1.1545 6.2984
C 2.1370 0.8455 6.0940
C 1.3606 0.6041 7.1855
F 1.9387 0.6835 8.3769
C -0.0201 0.2999 7.1094
C -0.5125 0.2457 5.7882
C 0.2773 0.4877 4.7072
F -0.3441 0.3433 3.5093
C 1.6457 0.8231 4.7718
C 2.4678 1.1019 3.6338
C 1.8607 1.3670 2.3977
N 1.2810 1.6150 1.4241
C 3.8990 1.0852 3.6470
N 5.0526 1.0536 3.5997
F -1.7812 -0.0777 5.5653
C -0.8308 0.0742 8.2496
C -0.3283 0.1050 9.5902
N 0.0071 0.1240 10.6939
C -2.2343 -0.2001 8.1659
N -3.3697 -0.4063 8.1592
C -4.9084 -0.4234 2.2450
Ge -3.4649 0.1571 1.0712
C -4.0542 0.1706 -0.7863
C -2.9314 1.9603 1.6167
C -1.9375 -1.0636 1.2562
H -5.7677 0.2509 2.1787
H -4.5605 -0.4428 3.2817
H -5.2316 -1.4298 1.9659
H -4.5798 1.0996 -1.0189
H -4.7319 -0.6679 -0.9662
H -3.1945 0.0763 -1.4575
H -3.8003 2.6228 1.5679
H -2.1585 2.3712 0.9746
H -2.5732 1.9521 2.6466
H -1.8774 -1.8128 0.4697
H -1.8626 -1.5447 2.2328
```

Properties
* multiplicity: 3
* ΔE to the lowest compared entry with this formula, charge and spin: 0.565 eV
* frontier orbital gap (spin up / spin down): 6.5 / 4.8 eV

***

No. 5
Formula: C4H32BO24
Source: the OMol25 dataset
Level of theory: wB97M-V/def2-TZVPD

The geometry in XYZ format:
```
61
C4H32BO24 (wB97M-V/def2-TZVPD)
O 0.1755 1.2881 1.6881
C 0.5790 0.2782 1.0644
O -0.0906 -0.3582 0.2680
B 0.7446 -1.0504 -0.7177
O 2.1101 -0.6970 -0.2183
C 1.9392 -0.0072 0.7944
O 2.8607 0.4139 1.4711
O 0.5434 -0.6573 -2.1430
C 0.4201 -1.7341 -2.7709
O -0.1373 -1.7481 -3.8432
C 0.3853 -2.8778 -1.8805
O 0.4935 -2.5324 -0.6959
O 0.1692 -4.0491 -2.2494
O 1.6116 1.4941 -3.7947
H 1.7806 1.6834 -2.8686
H 1.7809 0.5161 -3.8982
O -2.3541 -3.2160 -4.1526
H -2.1579 -2.4529 -4.7326
H -1.5572 -3.2649 -3.7261
O -3.0667 0.1008 0.5630
H -2.8759 -0.5266 -0.1657
H -3.7466 0.6562 0.2145
O -2.3181 -0.9444 -5.5155
H -1.5819 -0.4590 -5.1379
H -2.3591 -0.6840 -6.4386
O -1.7556 -2.2872 1.2996
H -1.4012 -2.3815 0.4190
H -2.2695 -3.0638 1.4320
O 1.2804 0.5684 4.6141
H 1.7733 0.3558 5.4054
H 2.0170 0.8654 4.1118
O 1.0827 3.3828 3.2187
H 0.9832 4.1417 2.6350
H 0.8354 2.6129 2.6714
O -2.3551 -4.1058 -1.3399
H -2.8929 -4.9388 -1.4429
H -1.4109 -4.2999 -1.5203
O 3.4233 3.5092 0.8054
H 2.7864 2.9310 0.4252
H 3.6266 4.1853 0.1461
O 3.9945 1.6707 3.5391
H 3.8195 1.3227 2.7162
H 4.1058 2.5901 3.2755
O -1.0830 -0.8960 3.5823
H -0.1742 -1.1569 3.7139
H -1.2598 -1.2484 2.6740
O 1.7222 -2.0747 3.0305
H 1.5609 -2.9994 3.0068
H 2.6422 -1.8975 3.2698
O -1.0904 1.2656 -4.0692
H -0.1360 1.1857 -3.8896
H -1.1876 1.6951 -4.9333
O -1.5050 3.4829 0.7466
H -0.9295 2.7658 1.0046
H -1.9087 2.9796 0.0537
O -1.1597 1.6513 4.4482
H -1.3181 2.5742 4.5787
H -0.2275 1.4831 4.3050
O -1.5885 1.9707 -1.5117
H -1.8123 1.1987 -1.0416
H -1.5361 1.7897 -2.4944
```

Properties
* charge: -1
* ΔE to the lowest compared entry with this formula, charge and spin: 4.371 eV
* frontier orbital gap: 8.2 eV

***

No. 6
Formula: C5H10O2
Source: the OMol25 dataset
Level of theory: wB97M-V/def2-TZVPD

The geometry in XYZ format:
```
17
C5H10O2 (wB97M-V/def2-TZVPD)
C -3.0165 0.8101 0.1142
C -1.8564 0.3296 0.8482
C -0.5826 0.5970 0.2833
C 0.6040 -0.0654 0.7165
C 1.8581 0.2233 0.3538
O 2.9211 -0.5888 0.6490
H -3.7604 1.4223 0.6142
H -2.4029 -0.5911 0.3403
H -3.1518 0.5861 -0.9295
H -1.7411 0.2346 1.9294
H -0.5205 1.5132 -0.2771
H 0.4456 -0.9184 1.3784
H 2.1276 1.1896 -0.0553
H 2.5083 -1.4644 0.7431
H 0.5293 -0.0369 -2.4728
H -0.5236 -0.7160 -1.5694
O 0.0326 -0.8498 -2.3514
```

Properties
* ΔE to the lowest compared entry with this formula, charge and spin: 6.571 eV
* frontier orbital gap: 6.0 eV

***

Number 6 is which compound?
C5H10O2

***

Which formula does entry 1 have?
C25H33I2N6PdSSi